No. 1
{
  "formula": "C10H24FN2O6S2",
  "method": "the ωB97M-V functional and the def2-TZVPD basis",
  "symbols": ["C", "C", "O", "O", "C", "C", "N", "S", "S", "O", "O", "F", "H", "H", "H", "H", "H", "H", "H", "H", "H", "C", "O", "C", "C", "N", "C", "C", "O", "C", "H", "H", "H", "H", "H", "H", "H", "H", "H", "H", "H", "H", "H", "H", "H"],
  "xyz": [[1.2027, 1.9583, -6.5989], [0.3984, 1.2405, -5.3220], [-0.7071, 1.8399, -4.8453], [0.9723, -0.0223, -4.7507], [2.2443, 0.4147, -4.1435], [2.8752, -0.6340, -3.0463], [2.2008, -0.4632, -1.7030], [1.6397, -2.0775, -1.2029], [3.2027, 0.2288, -0.4508], [4.2902, 1.2112, -0.9475], [2.2749, 1.0324, 0.5410], [3.9770, -1.0981, 0.3660], [0.6658, 2.9321, -6.9820], [1.4185, 1.1678, -7.4442], [2.2657, 2.3129, -6.1909], [3.0199, 0.5190, -5.0351], [2.0220, 1.4599, -3.6298], [2.8190, -1.7550, -3.4445], [4.0432, -0.3929, -2.9923], [1.3328, 0.1328, -1.8353], [0.9702, -2.6205, -2.3204], [-4.3350, -0.2736, 4.3391], [-3.9694, -0.3003, 2.9660], [-3.5159, 0.9721, 2.4870], [-2.0289, 0.8926, 2.1095], [-1.1901, 0.7476, 3.3041], [0.2084, 0.4261, 2.9996], [0.4875, -0.9426, 2.3474], [0.2049, -2.0541, 3.1994], [-1.1403, -2.5083, 3.1471], [-4.7576, -1.2483, 4.5983], [-3.4585, -0.1006, 4.9685], [-5.0915, 0.4943, 4.5265], [-3.7020, 1.7804, 3.2089], [-4.0945, 1.1943, 1.5843], [-1.7431, 1.8048, 1.5752], [-1.9011, 0.0410, 1.4341], [-1.5692, 0.0056, 3.8874], [0.7517, 0.4630, 3.9518], [0.6282, 1.2185, 2.3700], [1.5642, -0.9891, 2.1461], [-0.0029, -1.0554, 1.3747], [-1.5952, -2.3611, 2.1629], [-1.7335, -2.0148, 3.9204], [-1.1445, -3.5789, 3.3701]],
  "forces_ev_per_angstrom": [[0.907, -0.459, 0.903], [-5.270, 4.037, 0.789], [7.643, -4.883, -2.654], [0.050, 2.928, 0.279], [0.775, 0.488, -0.327], [1.929, 0.333, -3.784], [-1.163, -1.307, -2.275], [-1.062, -2.058, 1.133], [2.968, 8.683, 6.795], [-3.989, -5.403, 0.527], [3.101, -4.979, -4.514], [-2.320, 2.731, -2.663], [0.737, -2.357, 0.953], [-0.638, 1.613, 1.713], [-2.266, -0.793, -0.837], [-1.339, -0.115, 2.213], [0.944, -2.002, -0.877], [-0.151, 2.559, 1.160], [-2.649, -0.319, 0.261], [1.086, -0.050, 0.599], [0.760, 1.374, 0.541], [-0.053, -0.257, -0.156], [0.112, 0.473, 0.235], [0.279, -0.290, -0.435], [-0.336, -0.024, 0.702], [0.097, -0.147, -0.423], [-0.257, -0.163, 0.321], [0.373, 0.063, 0.572], [-0.019, 0.393, -0.736], [0.094, -0.245, 0.361], [0.067, 0.124, -0.145], [-0.059, 0.137, 0.158], [0.077, -0.003, 0.078], [0.131, -0.279, -0.023], [0.047, 0.034, 0.048], [0.024, -0.018, 0.059], [-0.147, -0.027, -0.255], [0.035, 0.225, -0.110], [0.024, -0.098, -0.195], [-0.122, -0.073, 0.006], [-0.016, -0.039, 0.136], [-0.296, -0.035, 0.022], [-0.001, 0.127, 0.068], [-0.204, -0.015, -0.184], [0.097, 0.116, -0.037]],
  "total_charge": 1,
  "energy_ev": -50395.3629,
  "largest_force_ha_per_bohr": 0.22205,
  "gap_ev": 4.32
}



No. 2
{
  "formula": "C10H24FN4O6",
  "method": "the ωB97M-V functional and the def2-TZVPD basis",
  "symbols": ["F", "N", "C", "N", "C", "N", "C", "C", "C", "C", "C", "C", "C", "C", "N", "H", "H", "H", "H", "H", "H", "H", "H", "H", "H", "H", "H", "O", "H", "H", "O", "H", "H", "O", "H", "H", "O", "H", "H", "O", "H", "H", "O", "H", "H"],
  "xyz": [[-3.4068, 0.9958, 0.4795], [-3.3018, -0.3051, 0.0574], [-2.1614, -0.7188, -0.5855], [-1.7580, -2.0708, -1.1318], [-0.3763, -1.7810, -1.7299], [-0.0076, -0.3203, -1.5550], [1.2042, 0.4757, -1.9912], [2.1367, 1.0478, -0.7701], [1.8189, 0.2927, 0.6658], [2.1603, -1.2871, 0.9666], [1.7956, -1.8565, 2.4805], [1.1229, -0.9216, 3.6617], [0.7486, 0.6455, 3.3521], [1.1083, 1.2287, 1.8360], [-1.0539, 0.2756, -0.8578], [-4.0624, -1.0164, 0.2013], [0.3180, -2.5660, -2.2699], [0.7778, 1.4350, -2.5600], [1.8992, -0.0719, -2.7594], [1.9621, 2.2256, -0.6951], [3.2869, 0.9378, -1.0601], [2.6417, -1.9499, 0.1215], [2.0534, -2.9685, 2.7543], [0.8853, -1.3552, 4.7467], [0.2388, 1.3437, 4.1508], [0.8363, 2.3625, 1.6528], [-1.0399, 1.2958, -0.5742], [-5.8938, -2.0258, 0.1650], [-6.3974, -2.6473, -0.3818], [-6.3042, -1.1673, -0.0181], [5.1607, 1.4553, -1.7328], [6.0004, 1.3200, -1.2686], [5.4208, 1.5631, -2.6601], [1.3456, 3.0300, -4.0934], [2.0774, 3.5674, -4.4319], [0.5691, 3.3694, -4.5633], [-2.0728, 0.9439, 4.7219], [-2.0834, 0.0874, 4.2689], [-2.2463, 1.5843, 4.0157], [5.7939, -0.5035, -3.6940], [6.3728, -1.1760, -3.3046], [4.9312, -0.6730, -3.2865], [-7.8423, -1.3236, 2.3604], [-7.7124, -1.3903, 3.3183], [-6.9460, -1.3876, 1.9977]],
  "forces_ev_per_angstrom": [[0.129, -1.081, -0.376], [1.406, -2.478, -1.258], [5.029, 0.621, -2.202], [3.536, 5.506, -0.312], [-2.774, 3.844, 2.297], [-1.601, -5.150, -0.368], [0.584, 2.052, -0.721], [0.263, -0.150, 0.911], [-0.922, -0.558, 3.138], [-2.048, 3.058, 3.263], [-0.613, 3.338, -0.653], [0.489, 1.852, -3.485], [2.104, -2.702, -3.512], [0.584, -3.610, 1.385], [-2.675, -2.222, 0.476], [0.200, 1.265, 0.216], [-1.701, 1.938, 1.293], [0.936, -2.262, 1.058], [-1.962, 0.479, 1.561], [0.224, -2.701, 0.143], [-2.608, 0.082, 0.619], [-1.031, 1.402, 2.071], [-0.568, 2.467, -0.683], [0.686, 0.920, -2.784], [1.228, -1.706, -1.780], [0.799, -2.556, 0.163], [0.162, -1.904, -0.505], [0.144, 0.585, -0.185], [0.196, 0.030, 0.207], [-0.170, -0.244, -0.069], [0.307, 0.202, -0.010], [-0.290, 0.041, -0.131], [0.029, -0.180, 0.231], [-0.104, 0.296, -0.254], [-0.180, -0.188, 0.154], [0.249, -0.106, 0.119], [-0.146, -0.039, -0.446], [0.049, 0.226, 0.196], [-0.009, -0.167, 0.290], [-0.157, -0.387, 0.144], [-0.111, 0.229, -0.196], [0.364, 0.076, -0.096], [0.471, 0.080, 0.223], [-0.170, 0.039, -0.300], [-0.328, -0.238, 0.166]],
  "total_charge": 1,
  "energy_ev": -31701.6555,
  "de_lowest_kcal_mol": 247.9,
  "largest_force_ha_per_bohr": 0.12739,
  "gap_ev": 7.56
}